Density functional theory data (ωB97M-V/def2-TZVPD) for a molecular structure, C7H20CaN4P in a non-equilibrium geometry.

As for the total charge: -1. For the HOMO-LUMO gap (spin up / spin down), the calculation gives 2.753 / 2.752 eV. Its relative energy (zero: lowest compared OMol25 entry of this formula, charge and spin) is 0.00 kJ/mol. The calculation puts the total energy at -41266.940 eV.

CARTESIAN COORDINATES (ANGSTROEM)
C  4.503  -0.979  -0.966
Ca  2.339  -0.162  -0.924
N  1.897  -1.373  -3.011
H  2.095  -0.681  0.994
H  3.593  -1.446  -0.356
H  5.250  -0.731  -0.208
H  4.333  -0.046  -1.559
H  4.830  -1.747  -1.669
H  1.237  -0.784  -3.533
H  1.438  -2.273  -2.867
H  2.699  -1.537  -3.627
C  -2.990  -0.307  1.091
N  -1.683  -0.712  1.649
C  -1.107  0.411  2.437
N  -1.009  1.669  1.646
C  -2.333  2.006  1.081
N  -2.886  0.910  0.262
C  -2.096  0.681  -0.958
P  -0.356  0.190  -0.605
C  -0.778  -1.172  0.607
C  0.012  1.573  0.599
H  -3.673  -0.088  1.929
H  -3.379  -1.124  0.473
H  -0.104  0.126  2.790
H  -1.787  0.604  3.285
H  -2.235  2.898  0.454
H  -3.031  2.187  1.916
H  -2.564  -0.121  -1.545
H  -2.078  1.605  -1.552
H  0.128  -1.591  1.062
H  -1.272  -1.962  0.024
H  0.001  2.508  0.020
H  1.004  1.466  1.064

Forces on atoms 1 to 2 (eV/Å):
C -0.0662 -1.2442 0.9677
Ca -1.9205 1.6894 -1.3427